Entry 1:
Molecular formula: C26H22BF6NO2
Method: DFT, the ωB97M-V functional and the def2-TZVPD basis

Electronic energy (a.u.): -1833.2974
F_max (eV Å⁻¹): 1.84
Frontier orbital gap (eV): 2.084
LUMO level (eV): -4.76

The geometry in XYZ format:
```
58
C26H22BF6NO2, DFT the ωB97M-V functional and the def2-TZVPD basis
F 3.20 -2.50 -2.29
C 2.02 -2.64 -1.59
C 1.31 -3.83 -1.74
C 0.10 -3.92 -1.04
F -0.66 -5.06 -1.20
C -0.36 -2.93 -0.19
C 0.44 -1.76 0.05
C -0.01 -0.83 1.03
C 0.73 0.26 1.55
C 0.04 1.34 2.19
C 0.74 2.38 2.77
C 2.14 2.44 2.71
C 2.80 1.41 2.03
F 4.18 1.46 1.95
C 2.15 0.33 1.48
C 1.61 -1.60 -0.77
H 1.67 -4.64 -2.36
H -1.33 -3.01 0.31
H -1.06 -0.89 1.29
H -1.05 1.34 2.15
H 0.19 3.18 3.28
H 2.71 3.21 3.20
H 2.73 -0.46 0.98
H 2.16 -0.67 -0.79
C -5.35 1.89 9.74
C -6.28 1.19 8.77
C -6.93 0.06 9.54
C -7.30 2.15 8.16
O -5.52 0.66 7.60
C -4.50 -0.21 7.83
N -3.82 -0.59 6.63
C -2.72 -1.44 6.54
B -2.22 -2.18 7.89
F -1.19 -3.06 7.54
F -1.72 -1.11 8.65
F -3.34 -2.90 8.32
C -2.30 -1.52 5.21
C -3.23 -0.75 4.42
C -4.14 -0.14 5.31
C -5.14 0.69 4.86
C -5.25 0.94 3.50
C -4.38 0.31 2.59
C -3.38 -0.56 3.05
O -4.20 -0.61 8.92
H -4.81 2.71 9.25
H -5.91 2.30 10.59
H -4.65 1.14 10.12
H -7.61 -0.51 8.89
H -6.13 -0.58 9.92
H -7.51 0.45 10.39
H -7.96 1.61 7.46
H -7.93 2.61 8.92
H -6.80 2.96 7.61
H -1.47 -2.07 4.79
H -5.80 1.15 5.58
H -6.01 1.63 3.14
H -4.49 0.50 1.53
H -2.73 -1.13 2.37
```



Entry 2:
Molecular formula: C44H41FN7O3PPb
Method: DFT, the ωB97M-V functional and the def2-TZVPD basis

Net charge: +4
Electronic energy (a.u.): -2943.1028
F_max (eV Å⁻¹): 2.01
Frontier orbital gap (alpha / beta) (eV): 5.609 / 4.846
LUMO level (alpha / beta) (eV): -11.55 / -12.30

The geometry in XYZ format:
```
98
C44H41FN7O3PPb, DFT the ωB97M-V functional and the def2-TZVPD basis
Pb 0.04 0.10 -0.29
C -0.51 -0.28 4.25
C -0.40 1.02 4.72
C -0.03 2.03 3.85
C 0.22 1.74 2.52
N 0.07 0.48 2.06
C -0.29 -0.50 2.90
C 0.71 2.77 1.55
C 0.88 4.10 1.89
C 1.35 4.99 0.93
C 1.64 4.53 -0.35
C 1.45 3.18 -0.61
N 0.99 2.33 0.32
H -0.78 -1.10 4.90
H -0.60 1.24 5.76
H 0.06 3.04 4.22
H -0.40 -1.49 2.48
H 0.67 4.46 2.89
H 1.48 6.03 1.18
H 2.00 5.19 -1.12
H 1.66 2.77 -1.59
N 3.39 -2.10 -0.37
P 3.56 -0.58 0.27
C 5.21 -0.06 -0.13
C 5.53 1.27 0.17
C 6.82 1.73 -0.02
C 7.79 0.88 -0.55
C 7.47 -0.44 -0.86
C 6.18 -0.91 -0.66
C 3.34 -0.71 2.06
C 3.37 0.47 2.81
C 3.42 0.40 4.19
C 3.40 -0.84 4.82
C 3.32 -2.01 4.07
C 3.29 -1.96 2.69
C 2.28 -2.97 -0.27
C 2.49 -4.31 -0.58
C 1.46 -5.20 -0.41
C 0.25 -4.74 0.07
C 0.11 -3.38 0.31
N 1.10 -2.49 0.14
H 4.12 -2.43 -0.99
H 4.77 1.96 0.53
H 7.08 2.75 0.23
H 8.79 1.24 -0.72
H 8.22 -1.10 -1.26
H 5.99 -1.96 -0.87
H 3.37 1.44 2.32
H 3.49 1.31 4.77
H 3.45 -0.90 5.90
H 3.30 -2.98 4.57
H 3.28 -2.88 2.12
H 3.46 -4.64 -0.93
H 1.60 -6.25 -0.63
H -0.59 -5.40 0.23
H -0.84 -2.98 0.62
F -3.37 6.42 -0.06
C -4.03 5.26 -0.19
C -3.30 4.11 -0.16
C -3.93 2.86 -0.24
C -3.12 1.64 -0.20
O -1.87 1.70 -0.18
C -3.92 0.44 -0.15
C -5.30 0.48 -0.33
N -5.98 1.60 -0.45
C -7.44 1.53 -0.61
C -8.04 1.95 -1.92
C -8.04 0.51 -1.52
C -5.32 2.84 -0.36
C -6.05 4.02 -0.39
C -5.45 5.27 -0.31
N -6.21 6.44 -0.36
C -7.57 6.48 0.16
C -8.52 7.12 -0.85
N -7.81 8.22 -1.61
C -6.70 8.82 -0.78
C -5.61 7.77 -0.55
C -3.27 -0.91 0.07
O -4.10 -1.84 -0.15
O -2.08 -0.98 0.37
H -2.23 4.17 -0.06
H -5.88 -0.42 -0.36
H -7.97 1.77 0.31
H -7.37 2.25 -2.71
H -8.98 2.50 -1.89
H -7.38 -0.16 -2.07
H -8.97 0.05 -1.21
H -7.12 3.96 -0.51
H -7.59 7.04 1.10
H -7.94 5.49 0.39
H -9.37 7.56 -0.33
H -8.90 6.41 -1.58
H -8.47 8.94 -1.88
H -7.41 7.85 -2.47
H -7.14 9.17 0.15
H -6.28 9.67 -1.30
H -5.02 8.10 0.30
H -4.95 7.74 -1.42
```



Entry 3:
Molecular formula: C26H22Cl2N5O2RuSSi
Method: DFT, the ωB97M-V functional and the def2-TZVPD basis

Expectation value of S²: 8.80
Electronic energy (a.u.): -3131.0478
F_max (eV Å⁻¹): 0.38
Frontier orbital gap (alpha / beta) (eV): 6.471 / 6.130
Multiplicity: 6
LUMO level (alpha / beta) (eV): -0.71 / -1.65

The geometry in XYZ format:
```
60
C26H22Cl2N5O2RuSSi, DFT the ωB97M-V functional and the def2-TZVPD basis
Ru -0.71 -0.60 -1.39
Cl 2.02 1.12 -7.37
C 0.88 0.65 -6.15
C 1.35 0.47 -4.85
C 0.47 0.10 -3.85
N 0.81 -0.11 -2.49
C 2.07 0.03 -1.96
O 3.09 0.30 -2.58
C 2.11 -0.14 -0.48
C 3.18 0.38 0.23
C 3.36 0.34 1.59
C 2.40 -0.30 2.57
C -0.16 -0.56 2.43
N 0.99 -0.67 0.21
C -0.90 -0.09 -4.16
C -1.35 0.10 -5.45
C -0.46 0.47 -6.45
Cl -1.06 0.70 -8.05
N -1.71 -0.47 -3.06
C -3.03 -0.78 -3.11
O -3.78 -0.75 -4.06
C -3.53 -1.24 -1.75
C -4.87 -1.55 -1.58
C -5.29 -1.96 -0.32
C -4.37 -2.05 0.71
C -3.05 -1.72 0.46
N -2.65 -1.33 -0.75
H 2.40 0.62 -4.63
H 3.94 0.87 -0.38
H 4.27 0.77 1.99
H 2.78 -0.08 3.56
H -1.12 -0.51 2.92
H -2.39 -0.04 -5.69
H -5.53 -1.46 -2.42
H -6.33 -2.21 -0.15
H -4.67 -2.36 1.70
H -2.29 -1.76 1.22
C -0.95 2.31 3.86
Si 0.84 2.01 3.41
C 1.52 3.38 2.34
C 1.85 1.90 5.00
C 1.00 0.34 2.52
C 2.54 -1.80 2.47
C 1.95 -2.81 1.80
C 0.95 -2.88 0.74
N 0.57 -1.99 -0.09
C 0.25 0.10 1.20
S -0.80 1.28 0.35
H -1.05 3.27 4.39
H -1.32 1.53 4.53
H -1.59 2.34 2.98
H 1.50 4.34 2.87
H 0.94 3.48 1.42
H 2.56 3.19 2.06
H 1.65 2.78 5.61
H 2.92 1.88 4.81
H 1.59 1.02 5.59
H 3.34 -2.15 3.11
H 2.32 -3.80 2.04
H 0.56 -3.87 0.53
```



Entry 4:
Molecular formula: C2H6BrNS
Method: DFT, the ωB97M-V functional and the def2-TZVPD basis

Expectation value of S²: 2.01
Electronic energy (a.u.): -3106.6144
F_max (eV Å⁻¹): 4.03
Frontier orbital gap (alpha / beta) (eV): 6.860 / 6.355
Multiplicity: 3
LUMO level (alpha / beta) (eV): 0.80 / -2.63

The geometry in XYZ format:
```
11
C2H6BrNS, DFT the ωB97M-V functional and the def2-TZVPD basis
C -0.50 -0.14 -1.27
C -0.57 0.14 1.26
N 0.02 0.49 0.02
S 1.64 0.94 -0.04
Br 2.95 -0.91 0.03
H -0.47 0.66 -2.08
H 0.29 -0.84 -1.51
H -1.44 -0.48 -0.95
H 0.26 0.25 1.97
H -1.39 0.82 1.37
H -0.77 -0.93 1.20
```



Entry 5:
Molecular formula: CH3ClF2
Method: DFT, the ωB97M-V functional and the def2-TZVPD basis

Electronic energy (a.u.): -699.6550
Structure (SMILES): FCl.CF
F_max (eV Å⁻¹): 7.48
Frontier orbital gap (eV): 10.296
LUMO level (eV): -0.69

The geometry in XYZ format:
```
7
CH3ClF2, DFT the ωB97M-V functional and the def2-TZVPD basis
F -0.78 -0.16 0.22
Cl -0.60 0.66 -1.19
C 1.17 -1.11 0.87
F 0.71 0.15 1.19
H 1.64 -1.57 1.74
H 0.33 -1.73 0.54
H 1.90 -1.03 0.05
```



Entry 6:
Molecular formula: C30H62ClN6
Method: DFT, the ωB97M-V functional and the def2-TZVPD basis

Net charge: +3
Electronic energy (a.u.): -1968.1851
F_max (eV Å⁻¹): 2.30
Frontier orbital gap (eV): 8.401
LUMO level (eV): -5.35

The geometry in XYZ format:
```
99
C30H62ClN6, DFT the ωB97M-V functional and the def2-TZVPD basis
C 1.77 -0.03 -0.94
C 1.89 0.97 -2.08
C 3.35 1.18 -2.48
C 3.54 2.38 -3.42
N 4.99 2.74 -3.66
C 5.05 4.08 -4.36
C 6.43 4.67 -3.99
C 6.98 3.81 -2.85
C 5.78 2.99 -2.39
C 5.70 1.70 -4.43
H 2.51 -0.83 -0.91
H 0.76 -0.44 -0.86
H 1.92 0.48 0.02
H 1.43 1.93 -1.84
H 1.37 0.55 -2.95
H 3.66 0.23 -2.91
H 3.88 1.41 -1.55
H 3.05 3.23 -2.96
H 3.14 2.14 -4.40
H 4.97 3.97 -5.44
H 4.29 4.72 -3.94
H 7.09 4.80 -4.85
H 6.33 5.70 -3.64
H 7.81 3.18 -3.17
H 7.30 4.44 -2.03
H 6.04 2.10 -1.81
H 5.14 3.63 -1.78
H 6.77 1.86 -4.53
H 5.32 1.64 -5.46
H 5.49 0.70 -4.06
C -0.97 3.31 8.28
C -0.18 1.97 8.28
C -0.38 1.07 7.09
C -0.21 1.78 5.74
N -0.65 0.96 4.54
C -0.45 1.77 3.26
C -1.64 1.48 2.33
C -2.63 0.69 3.19
C -2.15 0.76 4.61
C 0.03 -0.37 4.47
H -2.04 3.16 8.17
H -0.55 3.97 7.52
H -0.77 3.76 9.25
H -0.45 1.38 9.16
H 0.85 2.31 8.40
H -1.35 0.56 7.08
H 0.31 0.23 7.19
H 0.84 2.03 5.64
H -0.91 2.61 5.71
H 0.52 1.51 2.85
H -0.35 2.82 3.54
H -1.34 0.78 1.55
H -2.04 2.29 1.72
H -2.59 -0.37 2.91
H -3.67 0.95 3.02
H -2.42 -0.10 5.21
H -2.54 1.69 5.03
H -0.23 -0.82 3.51
H -0.36 -0.95 5.31
H 1.11 -0.24 4.49
C -2.08 1.72 -4.53
C -2.30 0.60 -3.53
N -3.44 0.78 -2.63
C -3.51 0.37 -1.33
C -4.72 0.75 -0.85
N -5.38 1.38 -1.87
C -4.59 1.37 -2.95
C -6.76 1.90 -1.86
H -1.34 1.51 -5.29
H -1.81 2.68 -4.08
H -3.01 1.95 -5.06
H -1.43 0.44 -2.89
H -2.45 -0.35 -4.05
H -2.63 -0.08 -0.88
H -5.12 0.61 0.14
H -4.85 1.73 -3.94
H -6.70 2.98 -1.97
H -7.17 1.71 -0.88
H -7.31 1.45 -2.68
C -1.68 -6.06 1.73
C -2.32 -5.77 0.38
N -1.65 -6.52 -0.68
C -0.42 -6.27 -1.19
C -0.17 -7.12 -2.23
N -1.34 -7.82 -2.40
C -2.22 -7.45 -1.48
C -1.56 -8.79 -3.48
H -2.06 -6.95 2.23
H -1.87 -5.22 2.40
H -0.60 -6.13 1.60
H -2.19 -4.72 0.12
H -3.38 -6.02 0.45
H 0.18 -5.45 -0.82
H 0.68 -7.22 -2.87
H -3.20 -7.89 -1.39
H -1.75 -9.76 -3.03
H -0.68 -8.94 -4.10
H -2.34 -8.40 -4.13
Cl -1.37 -1.96 0.65
```



Entry 7:
Molecular formula: C30H79BFN9O11
Method: DFT, the ωB97M-V functional and the def2-TZVPD basis

Electronic energy (a.u.): -2635.2456
Structure (SMILES): O=NOBC(=O)NC(=O)F.COC[C@@H](C)N.COC[C@@H](C)N.COC[C@@H](C)N.COC[C@@H](C)N.COC[C@@H](C)N.COC[C@@H](C)N.COC[C@@H](C)N
F_max (eV Å⁻¹): 9.76
Frontier orbital gap (eV): 6.855
LUMO level (eV): -1.96

The geometry in XYZ format:
```
131
C30H79BFN9O11, DFT the ωB97M-V functional and the def2-TZVPD basis
O 4.99 0.28 6.33
N 4.96 1.45 5.90
O 3.95 2.02 6.59
B 2.85 2.44 5.70
C 1.37 2.71 6.44
O 1.34 3.24 7.66
N 0.13 2.27 5.64
C 0.16 0.73 5.78
O -0.34 0.18 6.89
F 0.77 -0.17 4.77
H 2.94 2.57 4.52
H 0.21 2.55 4.64
C 3.60 -6.08 4.28
O 2.38 -5.36 4.36
C 2.38 -4.30 5.32
C 3.12 -3.02 4.88
C 4.64 -3.14 4.92
N 2.71 -2.59 3.53
H 4.07 -6.20 5.27
H 4.29 -5.59 3.59
H 3.39 -7.07 3.88
H 1.32 -4.05 5.47
H 2.74 -4.67 6.29
H 2.85 -2.23 5.59
H 5.05 -3.68 4.05
H 5.10 -2.15 4.90
H 4.98 -3.65 5.83
H 1.71 -2.40 3.54
H 2.80 -3.41 2.92
C 2.45 -5.60 0.23
O 3.55 -4.80 -0.17
C 3.56 -4.46 -1.56
C 2.59 -3.33 -1.96
C 1.12 -3.76 -2.00
N 2.72 -2.17 -1.07
H 2.16 -6.32 -0.54
H 1.60 -4.96 0.49
H 2.73 -6.14 1.13
H 4.58 -4.12 -1.77
H 3.41 -5.36 -2.18
H 2.85 -3.01 -2.98
H 0.67 -3.81 -1.01
H 0.53 -3.03 -2.57
H 1.01 -4.73 -2.48
H 3.67 -1.81 -1.13
H 2.65 -2.51 -0.11
C -3.80 -3.23 1.29
O -3.49 -2.55 2.50
C -3.07 -3.41 3.57
C -1.61 -3.91 3.46
C -1.40 -5.00 2.40
N -0.68 -2.80 3.18
H -4.28 -4.20 1.48
H -2.90 -3.36 0.69
H -4.49 -2.61 0.72
H -3.15 -2.80 4.48
H -3.77 -4.24 3.69
H -1.34 -4.35 4.42
H -1.35 -4.60 1.39
H -0.45 -5.52 2.58
H -2.20 -5.74 2.44
H -0.74 -2.13 3.95
H -1.05 -2.29 2.38
C -1.62 -0.90 -4.17
O -0.82 -1.06 -3.00
C -0.20 0.14 -2.54
C -1.14 1.10 -1.78
C -2.12 1.86 -2.67
N -1.90 0.39 -0.74
H -1.19 -0.17 -4.86
H -2.63 -0.62 -3.89
H -1.69 -1.87 -4.67
H 0.59 -0.18 -1.86
H 0.31 0.66 -3.37
H -0.51 1.85 -1.28
H -2.98 1.25 -2.98
H -2.53 2.72 -2.13
H -1.62 2.23 -3.57
H -1.25 -0.02 -0.07
H -2.34 -0.42 -1.18
C -0.71 5.20 -5.23
O -1.46 4.89 -4.07
C -1.15 5.68 -2.92
C -1.75 7.10 -2.93
C -1.04 8.07 -3.89
N -3.18 7.08 -3.26
H 0.33 5.48 -4.98
H -1.20 6.00 -5.78
H -0.69 4.32 -5.87
H -1.57 5.14 -2.06
H -0.06 5.70 -2.76
H -1.63 7.52 -1.92
H -1.34 7.92 -4.93
H -1.30 9.10 -3.63
H 0.04 7.97 -3.82
H -3.67 6.53 -2.55
H -3.29 6.53 -4.12
C -8.12 2.32 0.74
O -7.40 2.38 -0.48
C -6.02 2.73 -0.33
C -5.11 1.58 0.15
C -5.26 1.25 1.64
N -5.34 0.35 -0.63
H -7.79 3.08 1.46
H -8.03 1.32 1.18
H -9.18 2.48 0.53
H -5.69 3.03 -1.33
H -5.91 3.62 0.30
H -4.07 1.89 0.00
H -6.15 0.65 1.85
H -4.40 0.66 1.98
H -5.31 2.16 2.24
H -5.13 0.54 -1.61
H -6.35 0.17 -0.63
C 2.40 2.49 -5.22
O 2.54 1.71 -4.04
C 3.72 0.90 -4.01
C 5.02 1.66 -3.66
C 5.56 2.52 -4.81
N 4.85 2.51 -2.47
H 2.77 1.97 -6.11
H 2.93 3.44 -5.10
H 1.34 2.72 -5.36
H 3.54 0.16 -3.22
H 3.82 0.33 -4.94
H 5.79 0.91 -3.44
H 5.02 3.47 -4.92
H 6.61 2.78 -4.62
H 5.51 1.99 -5.76
H 4.60 1.91 -1.68
H 4.01 3.08 -2.62
```



What did the fourth record say?
Molecular formula: C2H6BrNS
Method: DFT, the ωB97M-V functional and the def2-TZVPD basis

Expectation value of S²: 2.01
Electronic energy (a.u.): -3106.6144
F_max (eV Å⁻¹): 4.03
Frontier orbital gap (alpha / beta) (eV): 6.860 / 6.355
Multiplicity: 3
LUMO level (alpha / beta) (eV): 0.80 / -2.63

The geometry in XYZ format:
```
11
C2H6BrNS, DFT the ωB97M-V functional and the def2-TZVPD basis
C -0.50 -0.14 -1.27
C -0.57 0.14 1.26
N 0.02 0.49 0.02
S 1.64 0.94 -0.04
Br 2.95 -0.91 0.03
H -0.47 0.66 -2.08
H 0.29 -0.84 -1.51
H -1.44 -0.48 -0.95
H 0.26 0.25 1.97
H -1.39 0.82 1.37
H -0.77 -0.93 1.20
```



Which formula does entry 4 have? C2H6BrNS



Number 1 is which compound? C26H22BF6NO2